1.
Density functional theory data (ωB97M-V with the def2-TZVPD basis set) for an isolated molecule of C25H38N4O3.

Last column: natural (NBO) charge in e.
Element x y z (Å)
C1 3.491 5.646 -0.070  -0.414
N1 3.805 4.915 -1.280  -0.619
C2 3.905 3.478 -1.125  -0.242
C3 5.113 2.993 -0.290  -0.224
N2 5.321 1.561 -0.223  -0.446
C4 5.699 0.961 -1.484  -0.419
C5 4.226 0.837 0.407  -0.258
C6 4.701 -0.488 0.908  -0.080
C7 5.928 -0.765 1.467  -0.054
N3 5.958 -2.093 1.706  -0.323
N4 4.833 -2.696 1.339  -0.268
C8 4.045 -1.745 0.853  0.095
C9 2.715 -2.049 0.342  -0.100
C10 1.644 -1.189 0.548  -0.184
C11 0.387 -1.477 0.044  -0.267
C12 0.181 -2.641 -0.687  0.300
O1 -1.007 -3.012 -1.246  -0.489
C13 -2.115 -2.160 -1.107  0.098
C14 -2.817 -2.175 0.268  -0.475
C15 -4.129 -2.616 -0.424  0.109
O2 -5.112 -1.620 -0.510  -0.542
C16 -5.863 -1.453 0.675  -0.056
C17 -6.689 -0.172 0.587  -0.410
C18 -5.865 1.100 0.806  -0.211
C19 -6.771 2.316 1.021  -0.425
C20 -5.914 3.571 1.205  -0.061
O3 -5.060 3.797 0.109  -0.528
C21 -4.185 2.713 -0.103  -0.064
C22 -4.940 1.412 -0.372  -0.435
C23 -3.374 -2.757 -1.755  -0.424
C24 1.247 -3.521 -0.876  -0.257
C25 2.492 -3.231 -0.366  -0.153
H1 3.333 6.692 -0.331  0.201
H2 2.564 5.250 0.344  0.191
H3 4.267 5.598 0.707  0.161
H4 4.663 5.275 -1.687  0.347
H5 3.970 3.054 -2.131  0.193
H6 2.974 3.131 -0.667  0.185
H7 5.008 3.350 0.740  0.190
H8 6.026 3.435 -0.706  0.187
H9 6.535 1.514 -1.908  0.198
H10 6.018 -0.064 -1.299  0.209
H11 4.880 0.934 -2.219  0.166
H12 3.384 0.677 -0.287  0.186
H13 3.867 1.439 1.249  0.205
H14 6.754 -0.120 1.686  0.223
H15 6.702 -2.632 2.119  0.407
H16 1.780 -0.293 1.135  0.210
H17 -0.423 -0.791 0.235  0.210
H18 -1.873 -1.154 -1.469  0.179
H19 -2.402 -2.922 0.940  0.227
H20 -2.874 -1.213 0.774  0.214
H21 -4.565 -3.544 -0.029  0.169
H22 -5.196 -1.410 1.547  0.162
H23 -6.530 -2.322 0.805  0.170
H24 -7.165 -0.139 -0.393  0.213
H25 -7.470 -0.222 1.348  0.208
H26 -5.254 0.966 1.708  0.189
H27 -7.403 2.179 1.900  0.207
H28 -7.414 2.448 0.149  0.204
H29 -6.539 4.463 1.283  0.192
H30 -5.318 3.473 2.128  0.153
H31 -3.569 2.994 -0.960  0.192
H32 -3.532 2.587 0.777  0.151
H33 -4.237 0.598 -0.538  0.222
H34 -5.540 1.530 -1.276  0.204
H35 -3.805 -2.173 -2.563  0.225
H36 -3.225 -3.785 -2.071  0.226
H37 1.069 -4.428 -1.433  0.223
H38 3.315 -3.914 -0.509  0.226

E_HOMO: -7.95 eV
Lowest unoccupied orbital energy: 0.608 eV
Relative energy (zero: lowest compared OMol25 entry of this formula, charge and spin): 58.4 kcal per mole
DFT total energy: -1420.090179 Eh



2.
Density functional theory data (ωB97M-V with the def2-TZVPD basis set) for a structure of composition C3HFNiO2 at a distorted geometry.

Last column: natural (NBO) charge in e.
Element x y z (Å)
F1 -0.317 1.754 0.587  -0.217
O1 -1.542 -0.104 0.136  -0.410
C1 -1.320 -1.323 0.428  0.733
C2 -0.376 0.675 -0.155  0.371
O2 0.179 -1.455 0.203  -0.396
C3 0.717 -0.337 -0.105  0.161
Ni1 2.751 0.001 0.216  1.489
H1 -0.092 0.788 -1.309  0.270

E_HOMO (alpha / beta): -20.76 / -20.27 eV
Lowest unoccupied orbital energy (alpha / beta): -12.603 / -15.330 eV
Charge: +2
Relative energy (zero: lowest compared OMol25 entry of this formula, charge and spin): 0.0 kcal per mole
DFT total energy: -1872.514055 Eh
⟨S²⟩: 2.007
Spin multiplicity: 3



3.
Density functional theory data (ωB97M-V with the def2-TZVPD basis set) for a structure of composition C47H55IN7OS6W at a distorted geometry.

Last column: Löwdin spin population.
Element x y z (Å)
W1 -0.575 0.564 -0.952  1.496
S1 -7.006 3.654 -3.371  0.000
C1 -5.629 2.981 -2.817  0.000
S2 -5.584 1.524 -1.865  0.002
C2 -3.853 1.458 -1.654  0.017
C3 -3.146 2.439 -2.232  0.014
S3 -1.412 2.551 -2.130  0.073
S4 -4.048 3.642 -3.121  -0.001
S5 -3.094 0.178 -0.762  0.046
C4 -0.889 3.541 5.678  0.000
C5 -1.902 3.963 4.605  0.000
C6 -1.843 5.482 4.443  0.000
C7 -3.319 3.560 5.046  0.000
C8 -1.594 3.244 3.300  0.004
C9 -1.461 3.890 2.081  0.000
C10 -1.206 3.166 0.932  0.010
N1 -1.077 1.837 0.911  0.015
C11 -1.221 1.190 2.087  0.003
C12 -1.472 1.857 3.270  -0.001
C13 -1.182 -0.279 2.011  0.004
C14 -1.313 -1.098 3.118  0.000
C15 -1.504 -2.469 2.970  0.004
C16 -1.631 -2.931 1.666  0.001
C17 -1.437 -2.076 0.607  0.002
N2 -1.142 -0.777 0.763  0.002
C18 -1.559 -3.424 4.151  0.000
C19 -1.826 -2.695 5.468  0.000
C20 -2.655 -4.477 3.937  0.000
C21 -0.190 -4.122 4.227  0.000
H1 -1.102 4.068 6.609  0.000
H2 0.131 3.789 5.376  0.000
H3 -0.934 2.472 5.891  0.000
H4 -1.989 5.955 5.414  0.000
H5 -2.626 5.850 3.779  0.000
H6 -0.876 5.811 4.057  0.000
H7 -3.581 4.086 5.966  0.000
H8 -3.390 2.489 5.239  0.000
H9 -4.055 3.819 4.283  0.000
H10 -1.561 4.962 1.993  0.000
H11 -1.088 3.661 -0.020  0.004
H12 -1.606 1.290 4.179  0.000
H13 -1.306 -0.661 4.103  0.000
H14 -1.848 -3.967 1.449  0.000
H15 -1.506 -2.418 -0.414  0.000
H16 -2.765 -2.137 5.437  0.000
H17 -1.018 -2.009 5.729  0.000
H18 -1.899 -3.423 6.276  0.000
H19 -3.616 -4.013 3.707  0.000
H20 -2.774 -5.067 4.846  0.000
H21 -2.406 -5.170 3.134  0.000
H22 0.604 -3.406 4.448  0.000
H23 0.051 -4.621 3.287  0.000
H24 -0.203 -4.872 5.020  0.000
N3 3.173 0.740 -3.238  0.013
C22 2.920 0.486 -4.603  0.001
C23 3.789 -0.264 -5.377  0.002
C24 3.480 -0.482 -6.713  0.000
C25 2.302 0.016 -7.253  0.002
C26 1.418 0.728 -6.455  0.000
C27 1.744 0.980 -5.133  0.002
S6 0.727 1.957 -4.081  0.009
N4 0.950 1.105 -2.573  0.002
C28 2.180 0.788 -2.317  0.017
C29 2.531 0.605 -0.911  0.027
C30 3.841 0.488 -0.468  0.000
C31 4.112 0.538 0.883  0.022
C32 3.054 0.723 1.752  -0.002
C33 1.779 0.801 1.240  0.022
N5 1.492 0.722 -0.066  0.015
H25 4.092 0.497 -2.914  0.000
H26 4.697 -0.670 -4.948  0.000
H27 4.160 -1.051 -7.331  0.000
H28 2.065 -0.163 -8.292  0.000
H29 0.482 1.097 -6.856  0.000
H30 4.662 0.373 -1.159  0.000
H31 5.127 0.451 1.245  0.001
H32 3.202 0.799 2.820  -0.001
H33 0.952 0.923 1.916  0.001
N6 2.231 5.211 0.538  0.000
C34 2.055 4.556 -0.632  0.000
O1 1.387 3.543 -0.733  0.006
C35 2.755 5.133 -1.837  0.000
I1 4.761 4.393 -1.881  0.000
H34 1.804 4.839 1.369  0.000
H35 2.835 6.010 0.612  0.000
H36 2.813 6.218 -1.836  0.000
H37 2.270 4.764 -2.733  0.000
C36 1.790 -5.807 -2.491  -0.001
C37 1.625 -4.536 -1.701  0.000
C38 2.284 -4.360 -0.491  0.014
C39 2.096 -3.179 0.208  0.000
C40 2.773 -2.947 1.534  0.000
C41 1.273 -2.192 -0.317  0.017
C42 0.582 -2.304 -1.543  0.007
C43 0.798 -3.538 -2.200  0.012
N7 -0.282 -1.287 -1.996  0.077
C44 -1.011 -1.607 -3.286  0.014
C45 -2.024 -2.747 -3.041  0.004
C46 -0.007 -1.900 -4.441  0.003
C47 -1.866 -0.458 -3.832  0.006
H38 2.417 -6.523 -1.962  0.000
H39 2.251 -5.608 -3.460  0.000
H40 0.824 -6.278 -2.682  0.000
H41 2.920 -5.142 -0.093  0.001
H42 3.062 -3.889 2.000  0.000
H43 2.117 -2.413 2.226  0.000
H44 3.680 -2.349 1.413  0.000
H45 1.112 -1.343 0.319  0.003
H46 0.315 -3.765 -3.131  0.001
H47 -1.624 -3.589 -2.481  0.000
H48 -2.392 -3.128 -3.995  0.001
H49 -2.880 -2.348 -2.492  0.001
H50 -0.189 -2.868 -4.912  0.000
H51 1.031 -1.882 -4.111  0.000
H52 -0.112 -1.149 -5.221  0.000
H53 -2.667 -0.167 -3.166  0.002
H54 -2.329 -0.826 -4.751  0.000
H55 -1.277 0.416 -4.097  0.001

E_HOMO (alpha / beta): -8.58 / -8.80 eV
Lowest unoccupied orbital energy (alpha / beta): -3.217 / -3.658 eV
Charge: +1
Relative energy (zero: lowest compared OMol25 entry of this formula, charge and spin): 0.0 kcal per mole
DFT total energy: -5036.356706 Eh
⟨S²⟩: 2.022
Spin multiplicity: 3



4.
Density functional theory data (ωB97M-V with the def2-TZVPD basis set) for a cluster of 4 separate species, C21H39N3O3 in total at a distorted geometry.

Last column: natural (NBO) charge in e.
Element x y z (Å)
N1 1.184 -0.705 -1.883  -0.836
C1 0.303 -0.462 -0.644  -0.264
C2 -1.230 -1.084 -0.835  0.180
C3 -2.221 -1.267 0.443  -0.015
N2 -3.632 -1.785 0.424  -0.373
C4 -3.978 -2.163 -0.988  0.107
C5 -5.501 -2.799 -1.237  -0.214
C6 -6.035 -3.295 -2.725  -0.232
C7 -5.065 -3.142 -4.064  -0.236
C8 -3.579 -2.475 -3.802  -0.218
C9 -3.032 -2.003 -2.301  0.124
N3 -1.643 -1.432 -2.237  -0.404
H1 2.175 -0.781 -1.506  0.356
H2 0.995 -1.660 -2.288  0.370
H3 0.276 0.698 -0.367  0.234
H4 0.832 -1.066 0.235  0.202
H5 -1.785 -0.949 1.508  0.229
H6 -6.262 -2.919 -0.326  0.249
H7 -7.110 -3.734 -2.876  0.239
H8 -5.386 -3.475 -5.148  0.249
H9 -2.863 -2.333 -4.745  0.248
C10 4.704 2.122 1.201  -0.646
C11 3.218 2.322 0.947  -0.066
O1 2.386 1.540 1.800  -0.546
C12 2.514 1.777 3.201  -0.063
C13 2.195 3.206 3.604  -0.645
H10 4.974 1.066 1.084  0.215
H11 5.294 2.717 0.497  0.219
H12 4.988 2.422 2.211  0.202
H13 2.993 2.013 -0.079  0.188
H14 2.944 3.379 1.016  0.162
H15 3.511 1.483 3.543  0.160
H16 1.806 1.103 3.698  0.186
H17 2.876 3.924 3.141  0.205
H18 2.271 3.322 4.689  0.217
H19 1.178 3.473 3.294  0.213
C14 6.321 -1.028 4.111  -0.644
C15 6.848 -1.689 2.848  -0.064
O2 7.768 -0.875 2.123  -0.539
C16 8.955 -0.491 2.812  -0.064
C17 9.801 -1.670 3.263  -0.645
H20 5.833 -0.075 3.870  0.209
H21 5.595 -1.680 4.608  0.216
H22 7.119 -0.815 4.824  0.204
H23 6.006 -1.884 2.177  0.187
H24 7.297 -2.661 3.069  0.161
H25 8.706 0.163 3.655  0.159
H26 9.540 0.117 2.113  0.189
H27 9.268 -2.310 3.969  0.203
H28 10.715 -1.318 3.750  0.216
H29 10.079 -2.291 2.404  0.214
C18 -6.702 0.196 -2.143  -0.642
C19 -6.836 0.463 -3.634  -0.066
O3 -8.179 0.696 -4.051  -0.542
C20 -8.843 1.810 -3.458  -0.063
C21 -8.152 3.137 -3.723  -0.644
H30 -7.315 -0.665 -1.852  0.212
H31 -5.658 -0.011 -1.885  0.223
H32 -7.030 1.049 -1.546  0.199
H33 -6.487 -0.419 -4.181  0.193
H34 -6.194 1.292 -3.946  0.159
H35 -8.976 1.641 -2.384  0.160
H36 -9.849 1.843 -3.892  0.185
H37 -7.143 3.164 -3.305  0.205
H38 -8.722 3.958 -3.279  0.213
H39 -8.064 3.313 -4.801  0.212

E_HOMO: -8.32 eV
Lowest unoccupied orbital energy: -1.112 eV
DFT total energy: -1213.073736 Eh



Question: What is the DFT total energy in the second record?
Answer: -1872.514055 Eh



Question: Which of these has the lowest DFT total energy?
Answer: C47H55IN7OS6W



Question: Among the records above, which one has the highest DFT total energy?
Answer: C21H39N3O3



Question: Among the records above, which one has the highest DFT total energy?
Answer: C21H39N3O3